The following is a DFT calculation (ωB97M-V/def2-TZVPD) of a molecular structure, C22H34Br2NSiY.

Calculated values
Max |F| (eV/A): 0.7
2S+1: 1
LUMO level (Eh): -0.2476
HOMO level (eV): -13.54
Charge: +2

```
61
C22H34Br2NSiY | the OMol25 dataset | ωB97M-V/def2-TZVPD
Y -0.0372 -0.3322 -0.0553
C -2.7778 -0.3986 2.6859
C -1.3071 -0.6309 2.4479
C -0.3672 0.4202 2.5556
C -0.7771 1.8241 2.9376
C 1.0067 0.1528 2.3474
C 2.0022 1.2913 2.3263
C 1.4468 -1.1760 2.1577
C 2.9287 -1.4612 2.0989
C 0.5099 -2.2345 2.0903
C 1.0030 -3.6529 1.9921
C -0.8698 -1.9547 2.1958
C -1.8874 -3.0639 2.1900
H -3.0849 -0.8948 3.6091
H -3.3881 -0.8163 1.8864
H -3.0336 0.6505 2.7725
H -0.9389 2.4712 2.0705
H -0.0052 2.2915 3.5442
H -1.6866 1.8287 3.5295
H 2.4235 1.4585 3.3211
H 1.5436 2.2250 2.0088
H 2.8364 1.0880 1.6569
H 3.1618 -2.4210 2.5506
H 3.4955 -0.7089 2.6395
H 3.3125 -1.4815 1.0732
H 1.9718 -3.7228 1.5074
H 0.3207 -4.3003 1.4513
H 1.1123 -4.0670 2.9983
H -2.0902 -3.3710 3.2197
H -1.5555 -3.9446 1.6520
H -2.8375 -2.7527 1.7632
Br -1.6105 -2.3989 -1.6496
C 0.0217 -2.9313 -2.5625
Br 1.5254 -2.7685 -1.3625
H 0.1712 -2.2648 -3.4036
H -0.0826 -3.9710 -2.8481
C -1.4962 3.7594 -1.3473
Si -1.6016 1.9399 -1.7174
C -2.5149 1.0324 -0.3082
C -2.5285 1.5978 -3.3005
N -0.0631 1.1287 -1.5593
C 1.0617 1.1765 -2.3974
C 1.0462 1.6941 -3.6946
C 2.2006 1.6885 -4.4624
C 3.3886 1.1631 -3.9698
C 3.4215 0.6401 -2.6872
C 2.2661 0.6514 -1.9202
H -2.4853 4.2170 -1.2877
H -0.9468 4.2767 -2.1362
H -0.9766 3.9587 -0.4076
H -3.5065 1.4679 -0.1664
H -2.0633 1.1305 0.6866
H -2.7235 -0.0286 -0.5136
H -3.5890 1.8227 -3.1643
H -2.4517 0.5562 -3.6191
H -2.1802 2.2252 -4.1217
H 0.1339 2.1088 -4.1017
H 2.1721 2.1072 -5.4596
H 4.2829 1.1771 -4.5761
H 4.3419 0.2418 -2.2815
H 2.3555 0.2855 -0.8851
```

Here are the natural (NBO) charges for atoms 1 to 8, given in e: number 1, Y, carries 1.73; number 2, C, carries -0.66; number 3, C, carries -0.02; number 4, C, carries -0.08; number 5, C, carries -0.65; number 6, C, carries 0.00; number 7, C, carries -0.67; number 8, C, carries -0.08

The following is a DFT calculation (ωB97M-V/def2-TZVPD) of a molecular structure, C22H34BrN4O2SSi4W.

Calculated values
Max |F| (eV/A): 0.8
<S²>: 2.1254
2S+1: 3
LUMO level (spin up / spin down) (Eh): -0.1412 / -0.1529
HOMO level (spin up / spin down) (eV): -10.57 / -10.05
Charge: +1

```
69
C22H34BrN4O2SSi4W | the OMol25 dataset | ωB97M-V/def2-TZVPD
W 0.4596 -0.4327 -1.0973
S 1.2207 -2.6430 -2.1042
C 2.3592 -1.4723 -1.8175
N 2.8000 -0.4345 -1.4632
C 0.3847 3.9867 1.1932
Si 1.4777 2.5939 0.6384
C 1.6235 1.3903 2.0421
C 3.1702 3.0172 0.0140
Si 0.2103 -1.2941 1.0758
Si 1.6463 -2.9562 1.9841
C 0.9493 -4.5819 1.3509
C 1.6217 -2.9358 3.8598
C 3.4000 -2.7001 1.3739
Si -1.6882 -0.7257 2.3703
C -2.3832 0.9280 1.7622
C -2.9628 -2.0925 2.1674
C -1.2673 -0.5400 4.1915
H 0.7110 4.2951 2.1899
H -0.6522 3.6547 1.2904
H 0.4124 4.8462 0.5311
H 2.0364 1.9767 2.8709
H 2.3079 0.5671 1.8417
H 0.6581 1.0101 2.3756
H 3.1806 3.8496 -0.6865
H 3.6317 2.1441 -0.4529
H 3.7869 3.2964 0.8716
H -0.0880 -4.7277 1.6574
H 1.5318 -5.4160 1.7491
H 0.9962 -4.6308 0.2623
H 0.6371 -3.1858 4.2560
H 1.9196 -1.9695 4.2694
H 2.3244 -3.6852 4.2319
H 3.4593 -2.6913 0.2865
H 4.0316 -3.5166 1.7323
H 3.8278 -1.7651 1.7397
H -1.7524 1.4045 1.0088
H -2.4692 1.6239 2.5992
H -3.3813 0.8059 1.3353
H -3.2073 -2.2829 1.1210
H -3.8876 -1.8123 2.6776
H -2.6136 -3.0295 2.6037
H -0.7281 0.3894 4.3849
H -0.6642 -1.3603 4.5762
H -2.1936 -0.5061 4.7705
N -6.9265 -0.1563 -2.6371
C -5.8124 -0.2022 -2.3661
C -4.4185 -0.2537 -2.0247
C -3.6842 0.9199 -1.8951
C -2.3480 0.8213 -1.5682
N -1.7291 -0.3542 -1.3591
C -2.4522 -1.4817 -1.4764
C -3.7889 -1.4760 -1.8138
H -4.1369 1.8890 -2.0437
H -1.7467 1.7124 -1.4500
H -1.9219 -2.4029 -1.2794
H -4.3259 -2.4091 -1.9013
Br 2.8275 3.2247 -6.7666
C 1.9342 2.2586 -5.4330
C 1.5323 0.9452 -5.6871
N 0.8693 0.2118 -4.8022
C 0.6252 0.7734 -3.6283
C 1.0066 2.0461 -3.2551
C 1.6726 2.8255 -4.2012
C 0.8040 2.6318 -1.9072
O 0.8323 3.8106 -1.7206
O 0.6658 1.7695 -0.8151
H 1.7512 0.4880 -6.6440
H -0.0485 0.1824 -2.9967
H 1.9817 3.8337 -3.9633
```

Here are the natural (NBO) charges for atoms 1 to 8, given in e: number 1, W, carries 0.55; number 2, S, carries 0.04; number 3, C, carries 0.04; number 4, N, carries -0.45; number 5, C, carries -1.16; number 6, Si, carries 1.90; number 7, C, carries -1.16; number 8, C, carries -1.17

The following is a DFT calculation (ωB97M-V/def2-TZVPD) of 2 unconnected molecules or ions with the total composition C22H34BrN4O3 in a non-equilibrium geometry.

Calculated values
Max |F| (eV/A): 5.9
2S+1: 1
LUMO level (Eh): -0.2260
HOMO level (eV): -7.54
Charge: +1

```
64
C22H34BrN4O3 | the OMol25 dataset | ωB97M-V/def2-TZVPD
C 0.0081 0.9392 4.8437
C 0.3515 1.0772 3.2859
C 1.8187 0.4688 2.8543
Br 2.9245 0.4309 4.5042
N 1.5594 -0.8282 2.2078
N 0.7075 -1.6592 2.9114
C 2.7637 -1.5391 1.6834
C 3.9409 -0.6053 1.1471
C 2.1933 -2.5487 0.5265
C 3.2824 -2.9916 -0.5509
C 4.3275 -4.1113 0.0016
O 5.6583 -3.5904 0.1814
C 6.4296 -4.4073 1.1143
C 3.4581 -2.5430 2.7752
O 2.9445 -3.6385 3.1585
O 4.7170 -2.1836 3.2736
H -1.1284 1.1538 4.9436
H 0.5075 1.7412 5.5056
H 0.1554 -0.1052 5.2817
H -0.4784 0.6629 2.5937
H 0.3732 2.2134 3.0603
H 2.2486 1.2800 2.1555
H 0.8673 -1.6498 3.9269
H -0.2781 -1.5427 2.6574
H 3.6160 -0.0076 0.2078
H 4.3666 0.1152 1.9376
H 4.8406 -1.2590 0.8337
H 1.7007 -3.4829 0.9528
H 1.3639 -1.9755 -0.0524
H 2.7010 -3.5454 -1.3888
H 3.8145 -2.1290 -1.0914
H 3.8806 -4.5387 0.9780
H 4.3332 -5.0071 -0.7343
H 7.0068 -3.6763 1.7821
H 7.1831 -5.0076 0.4894
H 5.7863 -5.0522 1.8005
C -5.0131 6.2802 -4.8513
N -4.5527 5.0397 -4.1922
C -3.3782 5.0453 -3.5287
C -2.9366 3.9114 -2.8649
C -3.7082 2.7471 -2.8693
C -4.9074 2.7742 -3.5873
C -5.3097 3.9265 -4.2411
C -3.3021 1.5383 -2.1293
C -4.1310 0.9934 -1.1443
C -3.7690 -0.1693 -0.4855
N -2.6148 -0.7947 -0.7870
C -1.7781 -0.2853 -1.7142
C -2.1003 0.8790 -2.3934
C -2.2561 -2.0598 -0.1163
H -4.2434 6.5951 -5.5566
H -5.1648 7.0309 -4.0744
H -5.9482 6.0952 -5.3778
H -2.8097 5.9686 -3.5286
H -1.9951 3.9565 -2.3253
H -5.5408 1.8942 -3.6459
H -6.2382 3.9694 -4.7983
H -5.0686 1.4722 -0.8781
H -4.3998 -0.6107 0.2778
H -0.8606 -0.8302 -1.9088
H -1.4127 1.2498 -3.1474
H -1.2835 -1.9249 0.3610
H -2.2146 -2.8374 -0.8805
H -3.0079 -2.3127 0.6305
```

Here are the natural (NBO) charges for atoms 1 to 8, given in e: number 1, C, carries -0.64; number 2, C, carries -0.42; number 3, C, carries -0.08; number 4, Br, carries -0.01; number 5, N, carries -0.34; number 6, N, carries -0.65; number 7, C, carries 0.02; number 8, C, carries -0.66